[1]
A 6-piece molecular cluster, C12H39N3O6 overall at a distorted geometry. Source: OMol25; level of theory: ωB97M-V/def2-TZVPD.

Calculated values
* relative energy (zero: lowest compared OMol25 entry of this formula, charge and spin): 121.2 kJ/mol
* F_max: 0.0813 Eh/bohr
* HOMO energy (spin up / spin down): -10.64 / -10.64 eV
* multiplicity: 2
* ⟨S²⟩: 0.76
* net charge: +1
* DFT total energy: -29819.5994 eV

Each line ends with the Löwdin charge.
Geometry (Å):
C 12.428 -21.656 -28.180  -0.070
C 11.189 -22.336 -28.715  -0.480
C 10.876 -22.003 -30.157  -0.181
O 9.654 -22.573 -30.718  -0.201
C 9.418 -22.126 -32.091  -0.093
N 11.247 -23.722 -28.376  0.046
H 12.878 -22.114 -27.299  0.079
H 12.362 -20.578 -28.031  0.057
H 13.269 -21.689 -28.873  0.076
H 10.349 -21.913 -28.164  0.125
H 11.643 -22.479 -30.768  0.126
H 10.841 -20.934 -30.362  0.125
H 10.333 -22.170 -32.682  0.073
H 9.166 -21.066 -32.137  0.081
H 8.780 -22.765 -32.702  0.086
H 10.320 -24.061 -28.593  0.076
H 11.288 -23.799 -27.370  0.074
C 16.039 -16.693 -27.127  -0.047
C 16.680 -18.074 -26.894  -0.407
C 17.400 -18.182 -25.503  -0.195
O 18.098 -19.421 -25.470  -0.203
C 19.052 -19.510 -24.430  -0.097
N 15.732 -19.181 -26.998  0.048
H 16.819 -15.955 -27.311  0.083
H 15.525 -16.400 -26.211  0.066
H 15.518 -16.808 -28.077  0.096
H 17.509 -18.178 -27.593  0.137
H 16.842 -18.059 -24.574  0.099
H 18.071 -17.329 -25.410  0.120
H 19.372 -20.536 -24.613  0.096
H 18.646 -19.449 -23.420  0.082
H 19.877 -18.832 -24.649  0.094
H 15.935 -19.421 -27.958  0.095
H 16.091 -19.917 -26.406  0.081
C 15.043 -17.500 -22.262  -0.035
C 14.386 -16.884 -21.003  -0.262
C 15.143 -17.250 -19.701  -0.140
O 14.967 -16.375 -18.593  -0.163
C 15.558 -16.866 -17.364  -0.034
N 14.291 -15.373 -21.151  0.318
H 15.947 -16.949 -22.521  0.081
H 14.488 -17.331 -23.185  0.077
H 15.253 -18.569 -22.222  0.103
H 13.395 -17.324 -20.890  0.160
H 16.211 -17.060 -19.816  0.150
H 14.954 -18.248 -19.308  0.145
H 16.633 -16.980 -17.506  0.101
H 15.209 -17.856 -17.067  0.100
H 15.308 -16.234 -16.512  0.106
H 15.208 -14.957 -21.223  0.142
H 13.929 -14.957 -20.305  0.130
O 11.065 -19.064 -26.463  -0.044
H 10.770 -18.423 -25.816  0.050
H 10.282 -19.265 -26.976  0.055
O 12.857 -15.218 -25.655  -0.068
H 12.897 -15.102 -24.706  0.004
H 13.057 -16.144 -25.792  -0.054
O 13.498 -17.743 -25.933  -0.066
H 12.863 -18.426 -26.148  0.013
H 14.323 -18.058 -26.303  -0.017

---

[2]
A 8-piece molecular cluster, C30H60O11S overall at a distorted geometry. Source: OMol25; level of theory: ωB97M-V/def2-TZVPD.

Calculated values
* relative energy (zero: lowest compared OMol25 entry of this formula, charge and spin): 58.1 kJ/mol
* F_max: 0.0583 Eh/bohr
* HOMO energy: -9.17 eV
* structure (SMILES): O=S1(=O)OCCO1.C1CCOC1.C1CCOC1.C1CCOC1.C1CCOC1.C1CCOC1.C1CCOC1.C1CCOC1
* net charge: 0
* DFT total energy: -65434.8769 eV

Each line ends with the Löwdin charge.
Geometry (Å):
O 12.783 17.764 12.560  -0.228
S 13.851 17.530 13.468  0.628
O 14.427 16.238 13.549  -0.196
O 14.978 18.661 13.251  -0.209
C 14.692 19.857 13.965  -0.159
C 13.984 19.351 15.220  -0.170
O 13.383 18.087 14.932  -0.188
H 15.649 20.334 14.149  0.136
H 14.010 20.468 13.367  0.131
H 13.239 20.077 15.543  0.131
H 14.681 19.146 16.034  0.131
C 8.605 21.870 7.217  -0.184
C 8.114 22.738 6.038  -0.134
C 7.078 23.644 6.743  -0.180
O 6.697 23.000 7.956  -0.127
C 7.399 21.788 8.120  -0.229
H 9.451 22.326 7.749  0.111
H 9.066 20.906 6.985  0.092
H 7.783 22.037 5.274  0.095
H 8.954 23.356 5.723  0.106
H 6.160 23.755 6.163  0.117
H 7.534 24.614 6.946  0.115
H 6.811 20.901 7.849  0.109
H 7.698 21.631 9.159  0.118
C 5.955 16.582 7.854  -0.163
C 4.965 15.444 8.152  -0.150
C 3.632 16.136 7.935  -0.224
O 3.834 17.102 6.907  -0.123
C 5.109 17.677 7.169  -0.205
H 6.653 16.261 7.073  0.093
H 6.549 16.953 8.686  0.104
H 5.109 15.106 9.173  0.112
H 5.041 14.698 7.365  0.112
H 3.228 16.595 8.845  0.119
H 2.848 15.427 7.661  0.118
H 5.039 18.517 7.875  0.111
H 5.540 18.106 6.266  0.101
C 12.689 11.921 9.502  -0.181
C 12.994 10.622 10.200  -0.166
C 11.900 10.560 11.308  -0.214
O 11.664 11.909 11.643  -0.148
C 12.117 12.810 10.608  -0.172
H 11.980 11.812 8.677  0.110
H 13.543 12.460 9.086  0.094
H 13.947 10.677 10.730  0.111
H 12.944 9.679 9.654  0.108
H 12.372 10.113 12.185  0.114
H 11.045 9.984 10.944  0.112
H 12.917 13.405 11.047  0.118
H 11.229 13.343 10.278  0.112
C 15.269 16.285 8.139  -0.178
C 16.047 17.540 8.561  -0.153
C 16.512 17.194 9.987  -0.156
O 15.770 16.022 10.398  -0.144
C 14.770 15.717 9.450  -0.208
H 15.992 15.616 7.667  0.119
H 14.408 16.464 7.496  0.079
H 15.380 18.403 8.551  0.108
H 16.807 17.673 7.792  0.101
H 16.213 17.978 10.686  0.105
H 17.555 16.899 10.095  0.119
H 13.869 16.248 9.787  0.108
H 14.501 14.669 9.300  0.111
C 10.205 17.069 7.425  -0.150
C 10.208 17.977 8.630  -0.170
C 11.209 17.388 9.616  -0.190
O 11.282 16.017 9.203  -0.138
C 11.234 16.009 7.793  -0.204
H 10.388 17.676 6.538  0.092
H 9.218 16.607 7.341  0.099
H 9.268 18.287 9.098  0.106
H 10.535 19.002 8.386  0.102
H 10.912 17.366 10.668  0.113
H 12.166 17.914 9.736  0.108
H 10.985 15.009 7.428  0.124
H 12.225 16.163 7.341  0.092
C 13.465 18.833 3.908  -0.168
C 13.496 17.653 4.868  -0.159
C 15.001 17.330 4.944  -0.203
O 15.484 17.648 3.647  -0.153
C 14.840 18.832 3.190  -0.181
H 13.398 19.786 4.440  0.107
H 12.631 18.839 3.209  0.086
H 12.978 16.830 4.369  0.116
H 13.009 17.836 5.824  0.091
H 15.284 16.322 5.227  0.115
H 15.510 18.040 5.612  0.115
H 14.799 18.751 2.107  0.118
H 15.427 19.689 3.534  0.115
C 8.377 18.494 4.260  -0.165
C 9.637 19.273 3.851  -0.166
C 9.145 20.216 2.745  -0.193
O 7.775 20.418 3.036  -0.147
C 7.201 19.341 3.755  -0.192
H 8.311 18.286 5.331  0.085
H 8.533 17.505 3.822  0.110
H 10.356 18.611 3.366  0.093
H 10.029 19.727 4.761  0.100
H 9.324 19.893 1.716  0.118
H 9.681 21.164 2.853  0.116
H 6.642 18.675 3.090  0.119
H 6.591 19.755 4.554  0.107

---

[3]
One molecule with the formula C5H10O. Source: OMol25; level of theory: ωB97M-V/def2-TZVPD.

Calculated values
* relative energy (zero: lowest compared OMol25 entry of this formula, charge and spin): 447.4 kJ/mol
* F_max: 0.0084 Eh/bohr
* HOMO energy: -8.47 eV
* net charge: 0
* DFT total energy: -7390.1287 eV

Each line ends with the Löwdin charge.
Geometry (Å):
C -1.591 1.087 0.154  -0.112
C -1.357 -0.410 0.351  -0.260
C 0.096 -0.775 0.669  -0.170
C 1.065 -0.449 -0.453  -0.314
C 2.709 0.452 -0.457  0.058
O 2.380 -0.865 -0.134  -0.178
H -1.058 1.475 -0.721  0.070
H -1.254 1.658 1.027  0.079
H -2.653 1.305 0.005  0.071
H -1.685 -0.956 -0.544  0.108
H -1.990 -0.770 1.170  0.107
H 0.183 -1.850 0.866  0.124
H 0.438 -0.259 1.573  0.129
H 0.769 -0.797 -1.448  0.146
H 2.809 0.448 -1.581  0.039
H 1.139 0.706 -0.478  0.102

---

[4]
An isolated ion of composition C3H2NO3PS and charge -2 at a distorted geometry. Source: OMol25; level of theory: ωB97M-V/def2-TZVPD.

Calculated values
* relative energy (zero: lowest compared OMol25 entry of this formula, charge and spin): 13.8 kJ/mol
* F_max: 0.0873 Eh/bohr
* HOMO energy: 0.18 eV
* structure (SMILES): O=P([O-])([O-])c1nccs1
* net charge: -2
* DFT total energy: -30900.2594 eV

Each line ends with the Löwdin charge.
Geometry (Å):
O -4.366 0.556 1.486  -0.467
P -4.385 0.139 0.020  -0.071
O -4.519 1.325 -0.915  -0.462
O -4.969 -1.129 -0.457  -0.448
C -2.561 -0.140 -0.032  -0.273
N -1.670 0.707 -0.112  -0.026
C -0.351 0.433 -0.144  -0.304
C 0.003 -0.885 -0.002  -0.606
S -1.312 -1.994 -0.009  0.632
H 0.458 1.100 -0.276  0.056
H 0.954 -1.164 -0.109  -0.032

---

[5]
C3H4BiLiO4 as an isolated structure at a distorted geometry. Source: OMol25; level of theory: ωB97M-V/def2-TZVPD.

Calculated values
* relative energy (zero: lowest compared OMol25 entry of this formula, charge and spin): 578.9 kJ/mol
* F_max: 0.1337 Eh/bohr
* HOMO energy (spin up / spin down): -22.32 / -22.93 eV
* multiplicity: 2
* ⟨S²⟩: 0.77
* net charge: +3
* DFT total energy: -17371.9586 eV

Each line ends with the Löwdin charge.
Geometry (Å):
H 1.031 -3.916 1.436  0.183
C 1.612 -3.063 1.793  0.215
C 1.416 -2.099 2.847  0.063
O 1.298 -1.766 1.409  -0.455
H 0.463 -2.048 3.379  0.161
H 2.279 -1.625 3.317  0.169
O -0.609 1.079 -0.383  -0.415
C -0.862 1.478 -1.595  -0.727
O -0.868 0.824 -2.609  0.209
Bi 0.233 -0.581 0.201  2.410
H -1.842 2.962 -2.360  0.190
Li -1.183 2.793 0.490  0.887
O -1.446 2.699 -1.511  0.110

---

[6]
C12H14BF5MgN6 as an isolated structure at a distorted geometry. Source: OMol25; level of theory: ωB97M-V/def2-TZVPD.

Calculated values
* F_max: 0.1504 Eh/bohr
* HOMO energy: -6.49 eV
* net charge: 0
* DFT total energy: -41318.9181 eV

Each line ends with the Löwdin charge.
Geometry (Å):
H -0.841 3.134 1.857  0.143
N -0.336 1.781 0.339  0.051
B 0.582 0.691 -1.909  -0.445
N 0.397 1.866 -0.867  0.088
C 0.734 3.145 -1.042  0.008
Mg -0.919 -0.525 0.811  0.542
H 1.231 3.467 -1.951  0.145
C 0.239 3.900 0.031  -0.002
H 0.305 4.951 0.188  0.104
C -0.371 3.019 0.901  -0.007
H 0.976 1.060 -2.984  0.123
C -1.250 -2.548 1.202  -0.217
H -1.375 -2.735 2.268  -0.045
H -0.292 -2.938 0.849  -0.053
H -2.040 -3.043 0.652  -0.061
N -0.839 0.059 -1.921  -0.001
N 1.565 -0.379 -1.371  -0.046
N -1.571 -0.360 -0.804  -0.073
N 1.192 -1.049 -0.228  0.044
C -1.566 -0.085 -3.017  -0.050
C 2.702 -0.900 -1.884  -0.080
H -1.124 0.247 -3.942  0.125
H 3.131 -0.488 -2.783  0.112
C -2.799 -0.663 -2.674  -0.028
C 3.080 -1.969 -1.068  -0.049
C -2.746 -0.854 -1.300  -0.079
C 2.094 -2.028 -0.056  -0.114
H -3.581 -0.893 -3.352  0.089
H 3.925 -2.618 -1.189  0.086
H -3.448 -1.367 -0.656  0.122
H 2.014 -2.731 0.764  0.111
H -1.255 1.359 0.343  0.119
F 1.245 0.846 2.229  -0.021
C 0.443 -0.211 2.603  -0.417
F 1.245 -1.333 2.612  0.007
C -0.065 0.001 4.005  -0.577
F 0.939 0.327 4.855  0.122
F -0.982 1.004 4.029  0.097
F -0.640 -1.140 4.461  0.127

---

[7]
One molecule with the formula C7H14OSi at a distorted geometry. Source: OMol25; level of theory: ωB97M-V/def2-TZVPD.

Calculated values
* relative energy (zero: lowest compared OMol25 entry of this formula, charge and spin): 468.3 kJ/mol
* F_max: 0.0722 Eh/bohr
* HOMO energy (spin up / spin down): -7.82 / -8.77 eV
* net charge: 0
* DFT total energy: -17405.9099 eV

Each line ends with the Löwdin charge.
Geometry (Å):
C 0.972 2.039 -0.913  -0.281
C 2.176 1.472 -1.092  0.100
C 0.112 1.266 0.037  -0.145
C 0.588 -1.947 0.946  -0.148
C 0.427 -1.092 -2.003  -0.156
C -2.068 -0.698 -0.075  -0.186
C -0.191 1.964 1.396  -0.229
O -0.131 1.057 2.501  -0.054
Si -0.196 -0.674 -0.225  0.592
H 0.729 3.089 -1.035  0.086
H 2.365 0.334 -0.975  0.048
H 1.299 -1.492 1.540  0.003
H -0.162 -2.403 1.521  0.015
H 1.068 -2.603 0.229  0.025
H -0.396 -0.983 -2.608  -0.008
H 1.158 -0.389 -2.212  -0.044
H 0.786 -2.159 -2.068  0.059
H -2.144 -0.769 0.967  -0.011
H -2.638 0.209 -0.478  0.069
H -2.474 -1.570 -0.625  0.042
H -1.117 2.302 1.134  0.080
H 0.397 2.788 1.767  0.127
H -0.557 0.260 2.269  0.015

---

[8]
One molecule with the formula C3H9ClNO2PS at a distorted geometry. Source: OMol25; level of theory: ωB97M-V/def2-TZVPD.

Calculated values
* F_max: 0.1411 Eh/bohr
* HOMO energy (spin up / spin down): -6.46 / -9.36 eV
* multiplicity: 3
* ⟨S²⟩: 2.01
* net charge: 0
* DFT total energy: -41482.1296 eV

Each line ends with the Löwdin charge.
Geometry (Å):
C -0.894 2.763 -0.249  -0.219
C -0.740 -2.996 -0.208  -0.072
C -1.150 -0.696 -0.360  -0.157
N -0.325 -1.624 -0.187  -0.199
O 1.284 1.025 -0.236  -0.699
O 3.533 1.487 0.354  -0.468
P -0.703 1.049 0.397  0.850
S 2.730 0.722 -0.532  0.527
Cl 2.940 -1.399 0.112  0.083
H -1.206 3.398 0.664  0.094
H 0.148 2.947 -0.481  0.020
H -1.486 2.896 -1.071  0.009
H -0.126 -3.447 0.512  0.077
H -1.734 -3.065 0.096  0.064
H -0.694 -3.388 -1.217  0.094
H 0.694 -1.683 -0.056  0.011
H -2.096 0.875 0.839  -0.019
H -0.174 1.136 1.624  0.003